C48H116F3N4O15 | ωB97M-V/def2-TZVPD

Properties
Maximum force, eV/A: 6.49
Electronic energy, eV: -96470.124

The geometry in ORCA input format:
```
! wB97M-V def2-TZVPD RIJCOSX def2/J DEFGRID3
* xyz 0 2
F 3.27868 -1.01499 -1.43646
F 1.67092 -0.79744 -0.01972
F 2.91895 -2.47451 0.06833
O 1.36695 1.57677 -7.94980
O 4.43811 4.93243 0.14698
O 7.64705 -1.51835 -2.95826
O 3.94715 -6.63604 -0.06547
O 1.85397 5.58393 -1.64946
O -4.76873 1.85884 0.90430
O 0.90405 -1.87508 -5.23186
O -2.70109 0.29374 -6.61573
O -2.63971 2.20990 -4.46558
O 1.73160 -3.44481 -2.57033
O 1.45275 -6.11074 -1.32185
O 0.51330 -1.50414 -2.59687
O 4.45101 -1.67402 -4.48592
O -2.81179 -2.69478 -0.68898
O -0.27995 -4.16716 4.90827
N -0.36645 -2.82120 4.65264
N -4.00158 -3.11583 -1.31048
N 4.61369 3.97963 1.15980
N -4.23402 3.04834 0.71487
C 4.02630 3.15778 3.45364
C -6.36952 -2.66200 -1.87192
C 2.11732 -2.44598 4.22523
C -5.46575 -4.88577 -2.20624
C -6.69584 -4.09786 -1.73748
C 3.72940 5.52251 2.89394
C 5.40768 1.68088 1.90684
C -5.42693 -2.30485 0.56081
C -2.59405 -2.87934 3.64209
C 4.39376 1.69240 3.04479
C -6.28622 4.05525 -0.10389
C -4.81230 -0.81756 -1.37366
C -1.11212 -2.38322 3.47705
C -5.14896 4.19430 0.88701
C 3.99949 -6.28866 1.24140
C 5.13557 2.61745 0.72466
C 2.31024 -1.68601 -0.81382
C -0.53959 -2.86409 2.16075
C -1.88762 2.36038 0.22706
C -5.17365 -2.27245 -0.98246
C 2.60689 -5.92791 1.67803
C 7.71489 -0.47285 -1.97635
C 7.17117 -1.13144 -0.75488
C 1.26778 -2.44222 -1.71378
C -2.95767 -4.99271 -2.41009
C 0.88894 -2.07989 5.04298
C -2.76714 3.19262 1.09754
C 2.15960 3.68946 1.87927
C 0.82248 1.64608 -5.62315
C 1.88763 1.25736 -6.62662
C 3.59979 4.05966 2.25555
C 4.21982 1.95080 -0.35749
C -2.22474 4.68360 0.87429
C -5.72734 4.25951 2.30688
C 0.07538 -0.09717 3.59180
C 0.82150 4.58197 -1.74574
C 6.56918 2.82737 0.18395
C 1.10512 3.65226 -2.96117
C 0.66126 -0.53361 4.93431
C -4.09863 -5.34039 -0.08466
C -1.41346 -0.23117 -3.02170
C -4.14840 -4.57867 -1.40790
C -2.51952 2.78233 2.58562
C -4.49527 5.59571 0.60992
C 1.20070 -2.29297 6.56629
C -0.31009 -0.55027 -1.98771
C -1.25431 -0.85254 3.43368
C -3.20615 5.79040 1.35093
H -2.03047 -4.87703 -1.84883
H 3.50746 1.12930 2.75242
H 1.90782 -2.26535 3.17091
H -5.17635 6.37866 0.94340
H -4.83191 1.83593 1.86195
H 0.72603 -0.21517 2.72529
H 0.93638 3.92996 -0.87984
H 1.72704 4.37804 1.15341
H 4.64396 5.74061 3.44540
H 7.08750 3.56483 0.79680
H 7.20065 1.94143 0.25071
H 4.67072 1.16878 3.95979
H -1.39685 4.87037 1.55826
H -3.04083 -5.99052 -2.84087
H 0.75221 -1.79084 -4.29054
H 2.29734 -5.04476 1.11915
H -6.81510 3.11645 0.06054
H 0.29336 0.35466 -1.91660
H -2.86178 -4.39141 -3.31416
H -0.69768 -4.17707 5.77257
H 2.18187 3.48504 -2.93417
H -6.29621 3.36618 2.56466
H -2.18802 -2.88197 -1.39430
H -1.77361 -0.66175 2.49452
H 1.59763 3.77303 2.80948
H 1.83635 -3.17836 6.55461
H 0.36053 -2.48982 7.23223
H 3.65323 6.29005 2.12376
H -4.66623 -0.68913 -2.44616
H 2.15885 -6.20193 -0.68206
H 2.93701 -1.77287 4.47650
H -3.19734 -2.36239 4.38835
H -0.05594 0.97676 3.72419
H 2.88334 5.72629 3.55026
H 2.62303 5.15192 -1.27062
H 6.53192 3.08017 -0.87567
H 1.22712 2.52629 -7.97156
H 3.31637 1.59489 0.13769
H -0.03014 -0.27827 5.73735
H -7.66966 -4.23132 -2.20862
H -6.84590 -4.44459 -0.71505
H 3.96428 2.72983 -1.07575
H -2.10334 -1.05918 -3.18466
H 4.58148 1.04067 -0.83600
H -2.76669 1.09322 -6.09348
H -6.38812 5.09825 2.52592
H -3.18880 -2.87348 2.72867
H 7.06100 0.35395 -2.25371
H 2.14849 0.19918 -6.64416
H -0.83425 2.49417 0.47323
H 0.33096 -2.29823 1.82903
H 1.63283 -0.07849 5.12668
H 1.37297 1.60742 -4.68317
H -1.49668 3.04353 2.85702
H -3.94186 -0.52559 -0.78614
H -6.09456 -2.48219 -2.91122
H -4.37286 5.76098 -0.46050
H -0.19959 -3.89930 2.18975
H 8.74534 -0.16712 -1.79526
H -6.40421 -1.87253 0.77558
H 1.48802 -5.19223 -1.58891
H 2.55278 -5.68085 2.73828
H 2.74912 1.88538 -6.39965
H -5.45923 -3.29121 1.02359
H -1.32518 -2.76895 1.41116
H -2.60123 0.60279 -7.51615
H -2.53972 1.70001 2.71319
H -2.81659 6.78307 1.12519
H 6.12777 -1.43251 -0.84861
H -0.09412 1.05639 -5.63778
H 7.75971 -2.01358 -0.50280
H -5.22749 -4.64176 -3.24151
H -4.64904 -1.73409 1.06798
H -3.14661 3.25754 3.33997
H 1.98302 -6.82142 1.65540
H -0.74721 -0.70069 -1.00059
H 7.17652 -0.47180 0.11285
H -4.91964 4.32411 3.03595
H 4.47448 -1.26721 -3.61979
H -3.39834 5.72170 2.42165
H 0.02787 -1.94369 -5.61109
H -6.99671 4.83352 0.17469
H 0.52806 -2.87059 -1.03746
H 4.44569 -7.13613 1.76179
H -1.03499 0.14925 -3.97046
H -5.00309 -5.30708 0.52274
H -2.06379 0.52529 -2.58245
H 2.14117 2.67720 1.47543
H -7.17466 -1.96621 -1.63581
H -3.24140 -4.95965 0.47058
H -2.62499 -3.92494 3.94845
H 0.52373 2.69187 -5.69504
H -0.14916 5.07703 -1.77442
H -2.05715 1.28783 0.13225
H 3.24552 3.07405 4.20960
H -1.95551 2.66604 -0.81700
H 5.11739 5.55878 0.40751
H -1.99646 -0.43416 4.11359
H 6.38331 1.92268 2.32850
H 2.27941 -3.52350 4.25288
H 4.88608 3.61990 3.93873
H 0.67538 2.65195 -2.90803
H 4.71494 -5.47278 1.34427
H 7.58227 -0.95957 -3.73619
H 1.68462 -1.50030 7.13689
H -1.75558 4.86630 -0.09247
H 4.83728 -6.80249 -0.38417
H -6.10709 4.10547 -1.17790
H 0.65898 4.18015 -3.80402
H -3.85249 -6.38586 -0.27045
H -2.88263 1.53133 -3.83569
H -3.35569 2.84380 -4.42350
H -5.69328 -0.25025 -1.07342
H 5.09345 -1.18371 -4.99884
H 5.59686 0.63179 1.67946
H -5.63636 -5.96201 -2.17971
*
```

Results of the Löwdin charge analysis, in e, for atoms 1 through 6: number 1, F, carries 0.1424; number 2, F, carries 0.0884; number 3, F, carries 0.1374; number 4, O, carries -0.1044; number 5, O, carries -0.0128; number 6, O, carries -0.0745